Molecular formula: C9H10N2O2S
Method: DFT, the ωB97M-V functional and the def2-TZVPD basis

Results
- LUMO level (Eh) = 0.027
- relative energy (zero: lowest compared OMol25 entry of this formula, charge and spin) (kJ/mol) = 216.0
- structure (SMILES) = CN1c2cccnc2C2(CC2)S1(=O)=O

CARTESIAN COORDINATES (ANGSTROEM)
S: 1.867 0.294 0.039
O: 2.692 0.360 1.205
O: 2.490 0.560 -1.222
N: 0.576 1.394 0.235
N: -1.671 -1.403 0.028
C: -2.863 -0.816 0.042
C: 1.278 -2.373 -0.793
C: -1.901 1.380 0.132
C: -0.625 -0.621 0.077
C: -3.019 0.559 0.089
C: 0.853 2.766 -0.114
C: 1.364 -2.423 0.699
C: -0.644 0.781 0.132
C: 0.865 -1.194 0.021
H: 2.185 -2.263 -1.370
H: 1.513 3.191 0.644
H: 0.492 -2.935 -1.276
H: -4.003 0.998 0.094
H: -2.011 2.453 0.167
H: 0.650 -3.031 1.236
H: 1.355 2.799 -1.084
H: -3.712 -1.483 0.010
H: -0.064 3.348 -0.161
H: 2.334 -2.340 1.168